20
Properties=species:S:1:pos:R:3:forces:R:3:nbo_charge:R:1 method="wB97M-V/def2-TZVPD" homo_ev="-6.62 / -6.06" de_lowest_kcal_mol=90.8 lumo_ev="0.702 / 0.439" largest_force_ev_per_a=0.9 homo_lumo_gap_ev="7.3 / 6.5"
C -0.2675 -1.2327 0.5473 -0.062 0.265 -0.345 -0.25
C -0.7334 -2.1444 -0.5268 -0.092 -0.124 -0.112 -0.65
C 1.3278 0.5566 1.3281 -0.376 0.169 -0.033 -0.61
C -1.1973 0.6333 0.5522 0.519 0.207 0.481 0.78
C 0.3369 0.0889 0.2693 -0.759 0.200 0.356 -0.19
N 1.4982 1.5097 -1.3734 0.414 0.331 0.014 -0.77
C 0.5370 0.6146 -1.0484 -0.371 -0.425 -0.257 0.03
O -2.0921 0.5417 -0.4871 0.360 -0.339 -0.133 -0.73
O -1.4641 1.2387 1.5692 0.127 -0.377 -0.160 -0.64
H -2.9766 0.5504 -0.0946 0.157 0.212 0.095 0.50
H -0.4882 -1.4441 1.5854 0.175 0.007 -0.048 0.21
H 2.1830 1.7882 -0.6898 -0.107 0.003 -0.066 0.39
H 1.3480 2.1490 -2.1370 0.010 -0.079 0.103 0.39
H -0.1570 0.3704 -1.8379 0.024 -0.091 0.010 0.21
H -0.0944 -2.0889 -1.4221 -0.036 0.099 0.180 0.20
H -0.7125 -3.1777 -0.1744 -0.072 0.004 0.017 0.22
H -1.7596 -1.9364 -0.8663 0.108 -0.030 -0.008 0.21
H 1.0060 0.2221 2.3105 -0.031 -0.035 -0.018 0.24
H 2.3052 0.1157 1.1197 -0.031 0.026 -0.023 0.22
H 1.4005 1.6449 1.3763 0.047 -0.025 -0.054 0.21

---

32
Properties=species:S:1:pos:R:3:forces:R:3:nbo_charge:R:1 method="wB97M-V/def2-TZVPD" homo_ev="-9.38 / -9.40" de_lowest_kcal_mol=11.6 s2=2.003 spin_multiplicity=3 lumo_ev="-1.177 / -1.212" largest_force_ev_per_a=2.3 homo_lumo_gap_ev="8.2 / 8.2"
Pt -0.7449 0.1401 -0.9554 1.065 -1.264 1.573 1.50
C 3.1315 1.4231 1.3215 -0.062 -0.155 0.357 0.70
F 2.4453 2.5769 1.2604 0.013 -0.036 0.020 -0.33
F 4.4257 1.6986 1.1901 0.038 0.073 0.060 -0.31
F 2.9278 0.8794 2.5257 -0.007 0.154 -0.124 -0.31
S 2.6175 0.2831 -0.0088 0.138 0.327 -1.101 2.35
O 3.3415 -0.9279 0.2129 -0.128 0.158 0.064 -0.91
O 1.1583 0.1992 0.1772 -0.260 -0.061 0.635 -1.04
O 2.9352 1.0416 -1.2116 -0.156 -0.305 0.016 -1.01
C -0.6599 -1.8349 2.7660 -0.336 -0.055 -0.198 0.69
F 0.0571 -0.7045 2.7908 0.177 0.009 0.087 -0.33
F -0.2777 -2.6248 3.7563 0.251 -0.036 0.277 -0.31
F -1.9366 -1.4875 2.9926 -0.262 0.081 0.050 -0.34
S -0.5069 -2.7049 1.1599 0.584 -0.190 0.039 2.37
O -1.4337 -3.7915 1.2351 -0.344 -0.064 0.070 -0.95
O -0.9682 -1.6530 0.2364 -0.676 0.146 -0.591 -1.07
O 0.8819 -3.0242 1.0613 0.156 0.100 -0.108 -0.94
O -1.8317 0.9013 1.0191 -0.143 0.468 -0.049 -0.94
H -2.6939 1.3114 1.1381 -0.009 0.045 0.040 0.49
H -1.2678 1.2799 1.7059 0.235 -0.255 -0.003 0.52
O -3.0961 -0.2506 -1.2862 -0.353 0.227 -0.287 -0.95
H -3.6506 -0.7173 -1.9188 0.115 -0.200 -0.012 0.50
H -3.7000 0.0953 -0.6236 0.024 -0.135 0.111 0.49
O -0.0311 2.4832 -0.8454 -0.228 0.639 -0.202 -0.96
H -0.5990 3.1188 -0.4003 -0.032 0.037 -0.020 0.48
H 0.6649 3.0028 -1.2639 0.229 -0.214 0.029 0.51
O 0.6684 -1.0335 -2.3207 0.175 0.146 -0.664 -0.96
H 0.6294 -1.9080 -2.7184 -0.138 -0.129 0.226 0.51
H 1.5875 -0.7349 -2.3707 0.041 0.088 0.225 0.52
O -1.3290 0.9458 -3.1576 -0.144 0.458 -0.622 -0.96
H -2.0838 0.7234 -3.7103 -0.073 -0.020 0.056 0.49
H -0.6611 1.2937 -3.7577 0.109 -0.038 0.044 0.50

---

87
Properties=species:S:1:pos:R:3:forces:R:3:mulliken_charge:R:1 method="wB97M-V/def2-TZVPD" total_charge=+1 homo_ev=-9.50 de_lowest_kcal_mol=68.1 lumo_ev=-2.789 largest_force_ev_per_a=1.9 homo_lumo_gap_ev=6.7
Zr 0.3910 -1.0926 0.3777 -0.298 -0.780 -0.280 0.53
N 2.0828 -1.9825 -2.7287 -0.086 -0.091 0.068 -0.11
N 1.5669 -1.8143 -4.0028 0.015 0.201 -0.201 -0.57
C 0.7693 -0.7796 -4.3016 0.090 -0.280 0.042 0.48
N 0.6978 -0.4610 -5.6043 -0.037 0.068 0.073 -0.43
S -0.2068 0.1181 -3.2561 -0.043 0.311 -0.003 0.02
H 3.0770 -1.7833 -2.7235 -0.013 0.037 0.046 0.28
H 1.9127 -2.9256 -2.4081 -0.050 -0.069 -0.003 0.22
H 1.9975 -2.3042 -4.7747 0.003 -0.059 -0.029 0.24
H 1.4150 -0.7411 -6.2519 0.023 0.018 -0.008 0.22
H 0.0901 0.2956 -5.8689 -0.059 -0.057 -0.061 0.22
C -0.7033 -4.5717 0.3544 0.096 0.026 0.021 -1.57
C 0.7855 -4.4190 0.2878 -0.177 0.281 -0.023 0.45
C 1.6087 -5.5639 0.3050 0.223 -0.121 0.000 -1.12
C 2.9618 -5.4450 0.1858 -0.173 0.020 0.019 -1.11
C 3.5425 -4.1645 0.0482 -0.215 0.175 0.033 1.07
C 4.9223 -3.9248 -0.1305 0.265 -0.026 -0.093 -0.06
Br 6.1527 -5.3702 -0.1717 -0.117 0.145 0.014 -0.20
C 5.3892 -2.6534 -0.3096 0.091 -0.329 0.030 -0.43
C 4.5033 -1.5715 -0.2854 -0.432 0.482 0.007 0.52
Br 5.1921 0.1637 -0.6078 -0.036 -0.195 0.033 -0.13
C 3.1401 -1.7164 -0.0695 1.003 -0.366 -0.075 -0.08
O 2.2918 -0.7097 -0.0502 1.256 -0.164 0.103 0.09
C 2.6620 -3.0588 0.0757 0.346 -0.149 -0.018 -0.77
N 1.3048 -3.2074 0.1904 0.478 -0.524 -0.069 1.03
H -0.9811 -5.2640 1.1495 0.019 -0.005 0.005 0.51
H -1.0681 -4.9863 -0.5872 -0.006 0.005 0.000 0.36
H -1.1915 -3.6168 0.5155 -0.091 -0.025 0.024 -0.06
H 1.1489 -6.5369 0.4110 -0.028 0.007 -0.027 0.56
H 3.6027 -6.3158 0.1822 -0.027 -0.028 0.021 0.41
H 6.4420 -2.4761 -0.4769 -0.002 0.016 0.019 0.48
C -2.2049 -0.1477 -1.2386 0.223 0.500 -0.309 -0.61
Si -2.3066 1.5179 -0.3593 -0.145 -0.002 0.154 -0.31
C -1.1963 1.4531 1.2280 -0.136 0.142 -0.402 -0.98
N 0.2357 1.0767 1.0642 -0.029 0.549 0.219 0.89
C 0.9160 2.1135 0.2181 0.383 0.001 -0.156 -0.23
C 2.3667 2.3573 0.6106 -0.128 0.035 0.154 -0.21
C 2.4765 2.9082 2.0411 -0.081 -0.047 -0.057 -0.91
C 1.3467 2.3489 2.9211 0.104 -0.034 -0.165 -0.93
C 0.9138 0.9845 2.3933 0.055 0.395 0.357 -0.82
C -3.9826 2.0339 0.3550 0.193 -0.153 -0.027 0.63
C -4.8449 2.8239 -0.4101 0.041 -0.038 -0.030 -0.37
C -6.0072 3.3517 0.1301 -0.051 0.012 -0.001 -0.69
C -6.3289 3.1059 1.4568 -0.022 -0.017 0.033 -0.50
C -5.5080 2.2944 2.2252 -0.001 -0.009 0.036 -0.74
C -4.3512 1.7625 1.6751 0.028 -0.074 -0.072 -0.21
C -1.8683 2.9668 -1.5009 -0.022 -0.257 0.047 0.85
C -2.0294 2.8524 -2.8822 0.002 -0.049 0.064 -0.14
C -1.7458 3.9110 -3.7342 -0.013 0.083 -0.107 -0.84
C -1.2945 5.1162 -3.2204 -0.012 -0.043 0.038 -0.54
C -1.1781 5.2698 -1.8449 0.006 0.052 0.008 -0.82
C -1.4801 4.2130 -1.0018 -0.025 -0.012 0.078 -0.29
H -2.8260 -0.1463 -2.1437 -0.016 0.047 -0.012 0.79
H -2.6600 -0.8892 -0.5766 0.012 0.052 0.108 0.15
H -1.6519 0.7260 1.9007 -0.056 0.019 -0.035 0.34
H -1.2686 2.4287 1.7256 0.051 0.000 -0.005 0.63
H 0.3821 3.0566 0.3221 -0.160 -0.008 0.009 0.22
H 0.8507 1.8014 -0.8252 -0.088 0.045 0.005 -0.11
H 2.7932 3.0654 -0.1008 -0.001 -0.038 -0.047 0.80
H 2.9268 1.4348 0.5149 0.059 -0.040 -0.040 -0.57
H 2.4315 3.9983 2.0355 0.038 -0.001 0.018 0.36
H 3.4453 2.6231 2.4543 0.009 0.070 0.031 0.44
H 0.4910 3.0270 2.9230 -0.033 -0.020 0.028 0.26
H 1.6715 2.2516 3.9570 -0.041 -0.010 0.017 0.46
H 0.2347 0.5006 3.0953 -0.027 -0.092 -0.087 0.46
H 1.8037 0.3575 2.2853 -0.026 -0.052 0.076 0.44
H -4.5952 3.0387 -1.4432 -0.007 0.077 0.023 0.30
H -6.6587 3.9657 -0.4786 0.018 0.007 -0.007 0.41
H -7.2153 3.5469 1.8943 -0.028 -0.033 -0.028 0.39
H -5.7638 2.0819 3.2556 -0.006 0.010 -0.002 0.41
H -3.7272 1.1217 2.2882 -0.021 0.046 0.057 0.29
H -2.3951 1.9243 -3.3046 0.036 -0.005 -0.024 0.51
H -1.8855 3.7995 -4.8027 0.010 -0.019 0.009 0.45
H -1.0533 5.9399 -3.8796 -0.024 -0.006 -0.018 0.40
H -0.8593 6.2193 -1.4338 -0.022 -0.005 0.019 0.42
H -1.4334 4.3738 0.0707 0.065 -0.007 0.008 0.39
F -0.6709 -2.1610 -1.5686 0.465 0.595 0.498 -0.31
B -0.6711 -0.6529 -1.5024 -1.500 0.084 -1.112 0.06
F -1.2582 -1.4739 1.3016 -1.252 -0.353 0.835 -0.62
N 1.1160 -3.3400 4.4912 -0.025 -0.042 0.027 -0.46
C 0.4949 -2.4785 3.6501 -0.017 0.055 0.099 0.39
N -0.7638 -2.1012 3.9852 -0.049 -0.027 0.034 -0.37
O 1.0645 -2.0491 2.6386 0.160 0.052 0.107 -0.42
H 0.7108 -3.5893 5.3747 0.019 -0.017 0.030 0.18
H 2.0907 -3.5330 4.3477 0.021 0.074 -0.057 0.25
H -1.2582 -2.5857 4.7134 0.012 -0.022 0.021 0.23
H -1.3202 -1.7176 3.2354 0.036 0.003 -0.113 0.14

---

98
Properties=species:S:1:pos:R:3:forces:R:3:mulliken_spin:R:1 method="wB97M-V/def2-TZVPD" total_charge=+2 homo_ev="-13.33 / -13.31" s2=8.761 spin_multiplicity=6 lumo_ev="-6.140 / -5.188" largest_force_ev_per_a=1.2 homo_lumo_gap_ev="7.2 / 8.1"
Sm -0.2156 -0.0090 -0.9213 -0.571 -0.424 -0.002 5.08
Cl -2.1508 -1.1234 -2.1118 0.341 0.193 0.138 -0.02
P -1.2430 2.6439 -0.5772 -0.736 0.309 0.088 -0.01
P 2.0692 -1.4348 -1.9576 0.409 -0.866 -0.321 -0.01
C -2.2880 2.3766 0.9005 0.128 -0.051 0.361 0.00
C -2.4183 3.0021 -1.9099 -0.107 -0.009 -0.259 0.00
C -0.2537 4.1145 -0.2687 0.554 0.371 -0.076 -0.01
C 3.7849 -1.1301 -1.4783 0.295 0.384 0.245 -0.01
C 1.6767 -3.1008 -1.2844 -0.472 0.076 0.313 0.00
C 2.0282 -1.6659 -3.7558 -0.188 0.198 -0.214 0.00
C -2.1126 3.1473 2.0604 -0.091 -0.302 -0.217 0.00
C -2.8505 2.8468 3.2052 -0.062 0.057 0.003 0.00
C -3.7500 1.7814 3.2059 0.206 -0.111 -0.011 0.00
C -3.8729 0.9726 2.0735 -0.124 0.055 -0.143 0.00
C -3.1714 1.2800 0.9090 0.320 0.105 0.104 0.00
H -1.3949 3.9693 2.0611 -0.296 -0.205 0.061 0.00
H -2.7158 3.4505 4.1035 -0.097 -0.139 -0.261 0.00
H -4.3421 1.5641 4.0985 0.239 0.058 -0.294 0.00
H -4.5331 0.1046 2.0882 0.072 0.285 -0.029 0.00
H -3.3044 0.6702 0.0047 -0.018 0.199 0.330 0.00
C 0.8251 4.0153 0.6383 -0.206 0.244 -0.508 0.00
C 1.6598 5.1135 0.8339 -0.132 -0.040 0.050 0.00
C 1.4276 6.3075 0.1389 -0.194 -0.194 -0.092 0.00
C 0.3725 6.3951 -0.7769 0.141 -0.040 0.160 0.00
C -0.4678 5.3001 -0.9926 0.174 -0.210 0.321 0.00
H 1.0068 3.0717 1.1663 -0.056 0.339 -0.072 0.00
H 2.4900 5.0349 1.5370 -0.213 0.094 -0.210 0.00
H 2.0786 7.1663 0.3102 -0.207 -0.265 -0.091 0.00
H 0.2044 7.3214 -1.3290 0.060 -0.285 0.181 0.00
H -1.2816 5.3568 -1.7197 0.264 0.026 0.265 0.00
C -3.7002 3.5085 -1.6397 0.162 -0.132 -0.345 0.00
C -4.6004 3.6945 -2.6929 0.133 0.003 -0.030 0.00
C -4.2282 3.3716 -4.0022 0.247 -0.081 0.191 0.00
C -2.9496 2.8615 -4.2650 0.000 0.136 -0.053 0.00
C -2.0367 2.6895 -3.2297 -0.430 0.050 0.423 0.00
H -3.9902 3.7364 -0.6120 0.049 -0.043 -0.339 0.00
H -5.5967 4.0918 -2.4880 0.328 -0.136 -0.084 0.00
H -4.9311 3.5129 -4.8245 0.194 -0.057 0.276 0.00
H -2.6564 2.6000 -5.2819 -0.153 0.108 0.242 0.00
H -1.0327 2.2984 -3.4324 -0.314 0.121 -0.007 0.00
C 0.7432 -3.9251 -1.9380 0.137 0.148 0.087 0.00
C 0.3825 -5.1478 -1.3729 0.021 -0.024 0.132 0.00
C 0.9030 -5.5302 -0.1318 0.007 0.252 -0.088 0.00
C 1.7639 -4.6676 0.5563 -0.030 -0.186 0.013 0.00
C 2.1538 -3.4588 -0.0116 -0.108 0.122 -0.296 0.00
H 0.3076 -3.6028 -2.8894 0.190 -0.234 0.303 0.00
H -0.3046 -5.8067 -1.9062 0.189 0.193 0.160 0.00
H 0.6311 -6.4957 0.3010 0.100 0.318 -0.141 0.00
H 2.1500 -4.9506 1.5364 -0.082 0.051 -0.268 0.00
H 2.8266 -2.7792 0.5201 -0.120 -0.336 -0.139 0.00
C 4.0182 -0.2872 -0.3705 0.208 -0.263 -0.583 0.00
C 5.3262 0.0138 0.0018 0.031 -0.154 0.001 0.00
C 6.4031 -0.5507 -0.6955 -0.336 0.013 0.025 0.00
C 6.1708 -1.3970 -1.7843 -0.190 0.014 0.017 0.00
C 4.8613 -1.6771 -2.1952 0.175 0.278 0.430 0.00
H 3.1710 0.1452 0.1750 0.303 -0.126 -0.099 0.00
H 5.5002 0.6858 0.8413 0.049 -0.188 -0.197 0.00
H 7.4228 -0.3213 -0.3837 -0.293 -0.078 -0.134 0.00
H 7.0139 -1.8381 -2.3221 -0.309 0.187 0.172 0.00
H 4.6846 -2.3047 -3.0687 0.114 0.208 0.299 0.00
C 2.5623 -2.8092 -4.3725 -0.193 0.164 -0.412 0.00
C 2.4383 -2.9692 -5.7582 -0.012 0.197 0.168 0.00
C 1.7776 -1.9988 -6.5205 -0.099 0.136 0.358 0.00
C 1.2302 -0.8682 -5.8983 0.106 0.034 -0.149 0.00
C 1.3744 -0.6836 -4.5267 0.180 -0.620 0.114 0.00
H 3.0637 -3.5805 -3.7832 -0.255 0.212 -0.164 0.00
H 2.8509 -3.8573 -6.2416 -0.117 0.309 0.162 0.00
H 1.6775 -2.1185 -7.5998 0.015 -0.016 0.327 0.00
H 0.6865 -0.1223 -6.4811 0.242 -0.255 0.095 0.00
H 0.9691 0.2144 -4.0449 0.078 -0.273 -0.207 0.00
H 1.7301 1.4695 -1.1256 -0.227 0.397 -1.131 0.00
H 1.4200 1.6116 -1.8303 0.556 0.017 0.976 0.00
C -1.6540 -3.3487 4.5814 -0.201 -0.419 0.603 0.00
N -1.4842 -2.7667 3.2736 0.184 -0.538 0.081 0.00
N -0.8717 -1.5685 3.0735 0.177 0.295 -0.316 0.00
C -0.7261 -1.3933 1.7351 -0.027 -0.212 -0.217 0.00
O -0.1466 -0.3346 1.2331 -0.356 -0.530 -0.166 -0.03
C -1.2675 -2.5306 1.0905 0.455 0.501 0.058 0.00
C -1.6552 -3.3929 2.0947 -0.069 0.559 0.038 0.00
C -2.1381 -4.7832 1.9804 -0.370 -0.692 -0.353 0.00
C -0.6855 -0.5787 4.0855 -0.085 0.731 0.444 0.00
C 0.4216 0.2764 3.9979 -0.170 -0.237 -0.108 0.00
C 0.4959 1.3966 4.8224 -0.227 -0.171 0.143 0.00
C -0.4805 1.6044 5.8028 -0.073 -0.014 -0.015 0.00
C -1.5390 0.7008 5.9437 0.196 0.040 -0.138 0.00
C -1.6661 -0.3721 5.0594 -0.110 0.184 -0.059 0.00
H -0.7803 -3.1944 5.2224 -0.102 0.015 -0.254 0.00
H -1.8093 -4.4182 4.4291 0.100 0.175 0.131 0.00
H -2.5372 -2.9440 5.0816 0.163 -0.195 -0.075 0.00
H -1.3651 -2.6806 0.0190 0.140 -0.158 0.285 0.00
H -1.4556 -5.5071 2.4577 -0.213 0.361 -0.086 0.00
H -3.1446 -4.9172 2.4080 0.357 0.058 -0.108 0.00
H -2.1816 -5.0447 0.9122 -0.045 0.087 0.414 0.00
H 1.1932 0.0591 3.2622 -0.188 0.183 0.178 0.00
H 1.3126 2.1090 4.6926 -0.202 -0.286 0.146 0.00
H -0.4285 2.4835 6.4527 0.029 -0.387 -0.227 0.00
H -2.2942 0.8498 6.7201 0.275 -0.026 -0.307 0.00
H -2.5570 -1.0035 5.1054 0.385 0.358 -0.017 0.00